Formula: C9H13Br4Cl15
Source: OMol25
Level of theory: ωB97M-V/def2-TZVPD

## Properties
E_LUMO (eV): 0.13
SMILES: ClC(Cl)Cl.ClC(Cl)Cl.ClC(Cl)Cl.ClC(Cl)Cl.ClC(Cl)Cl.BrCCBr.BrCCBr
HOMO level (eV): -10.491
Total energy (hartree): -17549.590730
ΔE to the lowest compared entry with this formula, charge and spin (kcal per mole): 40.3

Last columns: bonded neighbours and bond lengths (Å).
Positions of all 41 atoms, in Å:
1 Cl -5.4122 -2.8128 3.3212  C13 1.698
2 C -2.5422 6.0159 0.8050  H29 1.090, Cl36 1.786, Cl37 1.832, Cl40 1.772
3 Cl 1.2099 -2.4687 -11.6118  C25 1.763
4 Cl 1.9522 6.5445 -6.7693  C19 1.840
5 Cl 7.1435 -3.5009 5.7626  C10 1.767
6 Cl 8.3749 -6.0428 5.2633  C10 1.773
7 Br 0.3390 -1.4884 8.8475  C35 2.001
8 H 6.3871 -5.2101 4.3456  C10 1.090
9 H -0.4336 -3.6712 -1.1399  C12 1.090
10 C 6.8238 -5.1881 5.3440  Cl5 1.767, Cl6 1.773, H8 1.090, Cl11 1.743
11 Cl 5.7982 -5.9712 6.5157  C10 1.743
12 C -0.2797 -2.5941 -1.0748  H9 1.090, C14 1.523, H16 1.090, Br34 1.970
13 C -6.4997 -1.5124 3.2215  Cl1 1.698, Cl18 1.802, Cl22 1.820, H33 1.090
14 C -0.4031 -1.8618 -2.4042  C12 1.523, H24 1.090, H27 1.090, Br28 2.013
15 Cl -0.5655 6.8272 -8.0976  C19 1.734
16 H -1.1051 -2.1501 -0.5183  C12 1.090
17 C 1.8658 0.7169 7.6848  H21 1.090, Br26 1.983, C35 1.512, H39 1.090
18 Cl -5.7152 0.0078 3.7876  C13 1.802
19 C 0.6706 5.6618 -7.7504  Cl4 1.840, Cl15 1.734, Cl20 1.826, H38 1.090
20 Cl -0.0302 4.2902 -6.7690  C19 1.826
21 H 2.7237 0.5546 8.3374  C17 1.090
22 Cl -7.1105 -1.2360 1.5300  C13 1.820
23 Cl -1.4552 -3.0254 -10.9011  C25 1.783
24 H -0.1415 -0.8177 -2.2323  C14 1.090
25 C -0.1595 -1.8144 -10.7142  Cl3 1.763, Cl23 1.783, Cl30 1.782, H41 1.090
26 Br 2.4188 1.7844 6.1079  C17 1.983
27 H 0.2988 -2.3124 -3.1059  C14 1.090
28 Br -2.3099 -1.9651 -3.0409  C14 2.013
29 H -2.6579 6.3104 1.8480  C2 1.090
30 Cl -0.5537 -0.2826 -11.5341  C25 1.782
31 H 0.0732 0.0300 6.8483  C35 1.090
32 H 1.4569 -1.0811 6.5510  C35 1.090
33 H -7.3890 -1.6071 3.8445  C13 1.090
34 Br 1.4756 -2.3170 -0.2235  C12 1.970
35 C 0.9673 -0.4269 7.2725  Br7 2.001, C17 1.512, H31 1.090, H32 1.090
36 Cl -1.3456 7.1598 0.1347  C2 1.786
37 Cl -4.1714 5.9870 -0.0325  C2 1.832
38 H 1.0346 5.3890 -8.7409  C19 1.090
39 H 1.1667 1.3683 8.2093  C17 1.090
40 Cl -1.9350 4.3530 0.7340  C2 1.772
41 H 0.0353 -1.6424 -9.6556  C25 1.090

Formula: CH4N4O3
Source: OMol25
Level of theory: ωB97M-V/def2-TZVPD

## Properties
E_LUMO (eV): 0.15
HOMO level (eV): -9.350
Total energy (hartree): -485.045823
ΔE to the lowest compared entry with this formula, charge and spin (kcal per mole): 31.4

Last columns: bonded neighbours and bond lengths (Å).
Positions of all 12 atoms, in Å:
1 H 0.9082 -0.4428 -1.2887  N6 0.989
2 C 1.9030 0.1007 0.3320  N6 1.329, H9 1.204, O11 1.241
3 N -1.9640 -0.4295 0.2136  O5 1.212, N7 1.672, O12 1.204
4 H -2.0342 1.7445 0.3004  N7 1.058
5 O -1.2479 -1.4052 0.1450  N3 1.212
6 N 1.5614 -0.7632 -0.6185  H1 0.989, C2 1.329, H10 1.059
7 N -1.3404 1.0806 -0.1433  N3 1.672, H4 1.058, N8 1.139
8 N -0.4086 1.2813 -0.7676  N7 1.139
9 H 2.8918 -0.0422 1.0047  C2 1.204
10 H 1.6360 -1.8039 -0.4347  N6 1.059
11 O 1.1956 1.0694 0.6498  C2 1.241
12 O -3.1009 -0.3898 0.6073  N3 1.204